[1]
This record from the OMol25 dataset describes a structure of composition C26H31OPS4Zr. The level of theory is ωB97M-V/def2-TZVPD.

Properties
**Energy above the lowest of the compared OMol25 structures with the same formula, charge and spin**: 0.104 eV
**Calculated total energy**: -3064.37185 Ha
**HOMO energy**: -19.55 eV
**Net charge**: +4
**Kohn-Sham gap**: 5.45 eV

The geometry in XYZ format:
```
64
C26H31OPS4Zr (ωB97M-V/def2-TZVPD)
C -0.0231 -3.9035 0.8327
H 3.3005 -3.4799 -2.3799
H 0.6087 -0.1044 -2.6799
S -0.0791 -0.5636 2.2324
H 3.2169 2.0984 2.1058
H -1.9341 2.5629 1.2621
C 3.8191 1.7250 1.2786
H 0.1370 -5.6135 -1.6329
H -1.2031 -2.1169 -3.8193
H 1.6051 3.3811 0.9565
H -1.8032 0.8438 3.0969
O -0.2992 -1.4859 -1.0018
C 0.4500 2.9684 -0.8455
H 2.3151 3.9962 -0.5403
C 2.3450 -3.9571 0.2615
C 1.5412 -5.0573 2.2440
H 4.4644 0.0256 -4.5136
H 1.7342 -5.6707 3.1155
C 1.6020 -0.5433 -2.7895
H -2.3652 -6.0339 -5.0688
H -1.0935 -7.0475 -3.2143
H -1.0453 -3.6264 0.5961
C 1.7559 3.1684 -0.1018
H -2.2350 0.0943 1.5650
H 4.6276 2.4347 1.0930
S 3.1687 -0.9898 1.7659
C 2.3738 -0.6693 3.3872
C 3.0927 -2.4526 -2.6492
H 3.5996 -5.0263 1.6230
C 2.5387 0.1275 -3.5639
H 2.1391 -1.6610 3.7768
C 4.0192 -1.7738 -3.4297
C -1.1710 -3.1922 -3.6878
H 4.9426 -2.2643 -3.7107
C 3.7481 -0.4872 -3.8838
Zr 1.2058 -0.5402 -0.0798
H 5.0321 0.0050 0.7352
C -1.0591 1.9184 1.3699
C -0.4577 -3.7747 -2.6261
C 1.1371 0.2157 3.3501
C 1.8740 -1.8468 -2.2899
H 3.1420 -0.2435 4.0354
C -1.4452 0.6396 2.0858
C 0.2357 -4.6510 1.9640
H -2.4285 -3.5858 -5.3690
C 2.5918 -4.6989 1.4038
P 0.4790 -2.7772 -1.5586
H -0.2011 3.8375 -0.7279
H -0.2855 2.4729 1.8990
H -0.5753 -4.9475 2.6161
C -1.8600 -4.0130 -4.5544
H 5.0119 0.3576 2.4501
S -0.4970 1.5054 -0.3196
C 1.0321 -3.5455 -0.0402
H 3.1749 -3.7178 -0.3875
C 4.3930 0.3504 1.5505
C -1.1075 -5.9733 -3.3365
S 2.7901 1.6670 -0.2325
H 2.3096 1.1062 -3.9665
H 0.6009 2.8353 -1.9183
C -0.4166 -5.1671 -2.4504
H 1.3589 1.2332 3.0323
H 0.6846 0.2513 4.3436
C -1.8242 -5.3978 -4.3801
```


[2]
This record from the OMol25 dataset describes a structure of composition C13H14BF4N6SeSn. The level of theory is ωB97M-V/def2-TZVPD.

Properties
**Calculated total energy**: -3872.41294 Ha
**HOMO energy**: -11.87 eV
**Net charge**: +1
**Kohn-Sham gap**: 7.53 eV

The geometry in XYZ format:
```
40
C13H14BF4N6SeSn (ωB97M-V/def2-TZVPD)
N 0.0783 2.4164 -1.1857
H 0.6412 5.6905 -1.7004
C -0.7145 -3.7112 -1.2441
H -1.6746 -4.7310 -2.7684
C 0.7709 1.4230 1.8929
C 0.6779 3.5658 -1.2675
C -1.2697 2.3923 -1.4714
N -3.2771 3.4047 -2.0941
H 1.7393 3.5752 -1.0362
H 1.0589 -2.3755 0.9968
Se -3.6218 1.6826 -1.8393
N -0.1901 -2.7650 -0.8611
H -1.7946 5.7018 -2.2715
H -3.2906 -4.5025 -0.7790
C 0.6669 -0.5742 3.7271
B 3.5277 0.1670 -0.9811
N -1.9595 1.2814 -1.3494
C 0.7080 1.7606 3.2115
F 2.7405 1.1970 -0.2805
H 0.6049 0.9423 5.2093
F 3.0839 0.2386 -2.3012
N 0.7553 -2.1400 1.9282
C 0.0423 4.7929 -1.6591
H 0.9522 -2.8402 2.6229
Sn 0.8116 -0.0479 -0.8724
C 0.7387 -0.8541 2.3474
N 0.7690 0.1396 1.4416
F 2.9411 -1.0546 -0.4280
C -1.2741 4.8034 -1.9702
C -1.9878 3.5645 -1.8764
H 0.7175 2.7982 3.5074
F 4.8382 0.2714 -0.7901
C 0.6501 0.7228 4.1510
H 0.8346 2.1874 1.1346
H -3.0866 -6.1638 -1.3352
H 0.6409 -1.3956 4.4289
H -2.2601 -5.6164 0.1250
C -1.3844 -4.9211 -1.7342
H -0.6255 -5.7057 -1.7560
C -2.5788 -5.3205 -0.8724
```


[3]
This record from the OMol25 dataset describes a structure of composition C39H43ClFeP2Si2. The level of theory is ωB97M-V/def2-TZVPD.

Properties
**Energy above the lowest of the compared OMol25 structures with the same formula, charge and spin**: 1.195 eV
**Calculated total energy**: -4497.29665 Ha
**HOMO energy (alpha / beta)**: -3.74 / -6.35 eV
**Net charge**: 0
**2S+1**: 5
**Kohn-Sham gap (alpha / beta)**: 4.26 / 4.92 eV

The geometry in XYZ format:
```
88
C39H43ClFeP2Si2 (ωB97M-V/def2-TZVPD)
C -0.5738 -3.9671 -1.0905
C 2.6112 -0.8231 7.1460
P -0.4531 1.3200 4.3988
H 3.2329 0.7900 1.6815
Cl 2.4702 -0.1047 -1.0978
C 0.3208 -1.5400 -5.7466
C 1.6510 -0.4051 4.9776
H -2.4172 0.0800 4.9355
H -2.1188 -0.6348 -2.3426
H -2.1387 1.9348 5.9686
C -2.1280 -2.7945 -2.5309
H 3.3766 -1.2990 7.7584
H -0.7844 3.0386 2.8235
C 1.2423 2.2645 -5.2657
C 1.6593 0.0250 7.7353
C -2.5030 2.8431 -1.3889
Fe -0.3502 0.1428 2.5208
C -1.6251 -1.5738 -2.0750
H -0.5647 -2.6572 -7.3850
H 3.0997 1.5523 3.2907
C 1.1983 -2.8550 -3.9110
H -1.4526 0.6810 -3.8748
C 0.7885 -4.0225 -4.5577
H 2.2353 -2.2251 1.6383
C -1.9394 -0.1201 3.9809
H 0.7472 -2.7214 0.0897
C 0.6898 0.4590 5.5585
H -0.0976 1.7413 1.8197
Si 1.3577 -0.0297 -3.5565
C 0.7083 0.6676 6.9344
C -2.4593 0.2965 2.6662
C 0.1333 -3.9550 -5.7949
H 4.0537 0.0855 3.1063
C -0.0239 -2.7489 -0.6868
H -0.7379 -1.9840 4.4864
H 1.7487 -2.9196 -2.9674
C -1.8034 1.6970 -1.0216
H 0.9583 2.6636 2.9688
C 0.5169 1.3641 -4.4634
C -0.4127 3.9534 -1.9671
H -2.4993 -0.7734 0.7049
C 2.1204 -2.1081 2.7227
H -2.0288 -4.9470 -2.3562
H 0.2015 -0.5806 -6.2605
H 0.9855 -4.9925 -4.0868
H 1.3926 2.7902 -1.6631
C -0.8859 1.4252 -4.4426
H -0.7015 3.0323 5.9660
H 1.6729 0.1932 8.8170
H 2.7916 0.1877 -3.8818
C -0.8258 3.3499 -5.9095
C -2.1273 -0.7041 1.7159
C 3.1529 0.5993 2.7568
C -1.8060 3.9524 -1.8824
Si 0.4279 0.0251 -0.8878
P 1.7075 -0.4055 3.1061
H 2.3281 2.1721 -5.3420
C -1.4130 2.4710 5.3449
H 3.4071 -1.6464 5.2923
C 2.6226 -1.0241 5.7537
C 0.8982 -1.5927 -4.4601
H -3.1285 1.1423 2.5242
C -1.5515 2.4521 -5.1165
C 0.2926 2.8055 -1.6081
H -0.2319 -4.8930 -0.6223
H -2.3595 4.8411 -2.1748
H -2.9740 -2.8035 -3.2116
H -3.5819 2.8624 -1.2395
H -2.3300 0.8595 -0.5403
H -1.3605 4.1262 -6.4620
H 0.2363 -0.0384 0.6965
H 1.3416 -2.7782 3.1047
C -0.0897 -2.7101 -6.3998
C -1.3269 -1.7125 2.3581
H -0.1867 -4.8758 -6.2880
C -1.1714 -1.3535 3.7198
H 1.1305 3.9295 -6.6474
C -1.5971 -3.9976 -2.0430
H 0.0144 1.3800 7.3780
H -0.9838 -2.6326 1.8873
C -0.4904 -1.5433 -1.2578
H 0.1188 4.8595 -2.2978
H -2.6407 2.5338 -5.0147
H -1.9485 3.1424 4.6591
H 3.0639 -2.3592 3.2137
C -0.4122 1.6420 -1.2215
C 0.5715 3.2472 -6.0023
C -0.0419 2.2307 2.8371
```


[4]
This record from the OMol25 dataset describes a structure of composition C37H67F4N2OPPtSi2. The level of theory is ωB97M-V/def2-TZVPD.

Properties
**Energy above the lowest of the compared OMol25 structures with the same formula, charge and spin**: 0.000 eV
**Calculated total energy**: -3073.95115 Ha
**HOMO energy**: -6.86 eV
**Net charge**: 0
**Kohn-Sham gap**: 6.47 eV

The geometry in XYZ format:
```
115
C37H67F4N2OPPtSi2 (ωB97M-V/def2-TZVPD)
H -5.1320 -1.1687 -4.1018
F -1.6440 1.8076 0.3522
C -1.6549 -1.1266 -2.0785
H -2.2867 1.8417 -3.5856
H -1.3845 -3.8047 -0.8896
C -0.0211 -1.2820 -4.6711
C 2.5303 3.0160 2.6579
C -3.3416 -3.3975 0.9366
C -3.0023 1.2121 3.6538
H 0.4096 2.9734 -0.2522
C 0.5097 1.8084 4.4829
Si -0.5007 -2.1741 -3.0813
C 0.7811 3.0155 -3.0724
H 4.1893 -2.8903 -0.0997
H 3.5130 0.4092 2.5365
Pt -1.6432 -0.8816 0.0387
H -3.3737 -4.4163 1.3371
C 0.9756 1.0511 3.2383
C -2.4182 0.8602 2.4141
H -5.3030 0.2394 -1.6298
C -3.2808 2.5159 4.0086
H -1.8603 -5.8003 0.5131
C -4.2434 0.4692 -1.4831
C -1.0429 -3.8055 0.1395
H 1.9677 4.7629 -3.5635
H -0.4471 -4.3701 -4.1991
H 3.7773 0.5981 -1.7625
H -3.6939 1.3528 -4.5409
N -2.0330 -0.3687 2.0139
H -0.9997 -0.3468 -1.6422
H -0.0248 1.3926 -1.9034
H -0.3496 -2.4562 2.1533
H -4.1304 1.5564 -1.5103
C 4.8975 -0.9521 -0.7555
H -4.5369 -2.4481 -3.0359
O 0.8706 0.0024 0.4109
H -1.5317 -3.5369 2.9255
H -0.1582 -5.7512 0.0694
H 1.0910 -1.9589 -1.1678
H -3.8926 -2.7622 1.6263
H 2.7196 -1.6272 1.2496
H 3.4512 2.8853 2.0852
H 0.0533 3.7486 -2.7110
C 4.6621 -2.0079 0.3384
C -2.7740 0.9905 -4.0714
H -3.6469 -4.1151 -1.1016
C -1.2197 -3.8191 -3.6531
H 2.5977 3.2686 -4.2359
C 1.5573 2.8374 4.9779
C -2.0698 -1.4789 2.9385
C 1.4121 2.0570 2.1629
H 1.2695 -3.5487 -1.9392
H -3.6894 -2.0855 -4.5423
C 2.1338 3.7051 -3.3487
H 5.7745 -0.3444 -0.5123
H -2.0551 -3.6603 -4.3395
H -0.4244 2.3215 4.2448
H -2.1117 0.6312 -4.8617
C -1.4144 -2.6641 2.2726
C 4.0037 0.0454 1.6345
C 2.8364 2.8087 4.1422
C 1.3188 2.5341 -0.6715
H 2.7922 -0.6656 -1.0356
H 0.5172 2.6485 1.9383
H 5.6242 -2.3288 0.7449
H 3.5184 3.5903 4.4827
F -3.3304 0.2621 4.5629
H 3.6237 2.6062 -2.2293
H 0.8065 -1.8018 -5.1645
H 3.3523 1.8552 4.2856
H 0.3787 2.5971 -3.9968
C -2.1983 1.9878 1.5842
C 3.4988 0.8123 0.3899
H -5.0876 -3.4710 -0.3115
N -1.9471 -2.9239 0.9128
H -0.8567 -1.2509 -5.3769
F -3.8287 2.7351 5.2148
H 1.7834 0.3635 3.5017
H -3.2251 4.6075 3.4854
C 3.6775 -0.0436 -0.8865
H 1.6577 1.1771 -2.3607
P 1.7227 1.2346 0.5557
H -1.5756 -4.4617 -2.8446
H 3.8728 4.3401 -2.2253
H -3.0916 -1.7202 3.2447
H 0.1659 0.4422 2.8384
Si -3.1798 -0.3501 -2.8175
H -1.5093 -1.2674 3.8557
H 3.9999 -1.9755 2.4051
C 3.1053 3.5664 -2.1670
H 1.8753 4.6281 -0.7685
C -0.9323 -5.2417 0.6448
H -3.8136 -2.3665 -0.8730
H 3.1011 3.6348 -0.0140
C -4.2279 -1.6383 -3.7013
C 0.9227 1.9152 -2.0249
H -0.0602 -3.3398 0.1525
F -2.1677 4.2675 1.0938
H 5.0730 0.2341 1.7693
H 0.2801 1.0919 5.2742
H 2.2095 4.0494 2.5076
H -0.6472 -5.2846 1.6973
C -2.4701 3.2804 1.9573
H 1.1364 3.8455 4.9311
C 2.3758 3.6580 -0.8291
C 1.1013 -2.4836 -2.1288
H 4.0707 1.7379 0.2897
C 3.7767 -1.4569 1.4707
H 1.9556 -2.1110 -2.7027
H 1.8088 2.6506 6.0232
H -3.9723 0.1342 -0.4761
H 0.2919 -0.2520 -4.4736
C -4.0108 -3.3402 -0.4233
C -3.0173 3.5916 3.1863
H 5.1073 -1.4383 -1.7097
```


Among the records above, which one has the highest calculated total energy? C26H31OPS4Zr


Which value of calculated total energy does entry 1 give? -3064.37185 Ha